Record 1
The following is a quantum chemistry calculation of 2 unconnected molecules or ions with the total composition C5H13NO, from the OMol25 dataset.

Each line ends with the Mulliken charge.
Geometry (Å):
C  -0.048  2.591  -0.193  -1.154
C  -0.378  1.495  0.801  -0.342
N  0.588  -1.295  0.882  -0.620
C  -0.632  -0.950  0.212  0.660
C  -1.051  0.309  0.156  -0.372
C  -1.405  -2.101  -0.393  -1.416
H  0.904  2.410  -0.695  0.259
H  0.045  3.592  0.230  0.329
H  -0.772  2.635  -1.014  0.297
H  0.551  1.090  1.224  0.233
H  -0.918  1.865  1.673  0.365
H  0.858  -2.256  0.709  0.201
H  0.568  -1.118  1.880  0.201
H  -1.847  0.565  -0.546  0.325
H  -2.453  -1.998  -0.114  0.332
H  -1.040  -3.063  -0.055  0.406
H  -1.344  -2.062  -1.482  0.294
H  1.806  -0.168  -0.335  0.378
H  2.900  -0.803  -1.140  0.298
O  2.394  0.021  -1.090  -0.674

Summary:
- frontier orbital gap (eV) = 9.317
- total energy (Eh) = -328.28043

***

Record 2
The following is a quantum chemistry calculation of 2 unconnected molecules or ions with the total composition C4H10O, from the OMol25 dataset.

Each line ends with the Mulliken charge.
Geometry (Å):
C  3.482  -2.355  -3.664  -0.429
O  3.397  -1.205  -2.830  -0.512
H  3.459  -3.287  -3.118  0.206
H  4.391  -2.305  -4.258  0.228
H  2.624  -2.277  -4.339  0.203
H  4.093  -0.567  -2.930  0.304
C  -2.809  0.471  1.753  -0.976
C  -2.608  1.714  2.508  0.066
C  -1.521  2.196  3.116  -0.690
H  -1.922  0.121  1.213  0.294
H  -3.585  0.560  0.994  0.299
H  -3.255  -0.335  2.352  0.242
H  -3.559  2.201  2.739  0.241
H  -1.669  3.099  3.694  0.251
H  -0.518  1.970  2.772  0.273

Summary:
- frontier orbital gap (eV) = 10.500
- total energy (Eh) = -233.57687

***

Record 3
The following is a quantum chemistry calculation of 2 unconnected molecules or ions with the total composition C3H11NO3, from the OMol25 dataset.

Each line ends with the Mulliken charge.
Geometry (Å):
C  -0.384  1.153  1.129  -0.962
O  -0.432  1.121  2.561  -0.511
C  0.611  0.136  0.576  0.678
C  0.952  0.565  -0.854  -0.804
O  1.823  -0.305  -1.538  -0.545
N  -0.041  -1.175  0.581  -0.511
H  -0.075  2.135  0.789  0.421
H  -1.381  0.918  0.771  0.365
H  -0.090  1.946  2.910  0.313
H  1.489  0.130  1.220  0.176
H  0.002  0.725  -1.358  0.336
H  1.457  1.533  -0.770  0.357
H  1.328  -1.073  -1.837  0.331
H  -0.834  -1.214  1.200  0.199
H  0.522  -2.003  0.668  0.185
H  -2.847  -1.236  -1.572  0.315
H  -1.369  -1.588  -1.648  0.315
O  -2.106  -1.273  -2.188  -0.660

Summary:
- frontier orbital gap (eV) = 10.157
- total energy (Eh) = -401.35521

***

Record 4
The following is a quantum chemistry calculation of a molecular structure, C3BaO3, from the OMol25 dataset.

Each line ends with the Mulliken charge.
Geometry (Å):
C  -1.565  0.116  -0.346  -0.087
C  -2.850  0.230  -0.695  0.313
O  -4.016  0.317  -0.773  -0.291
O  2.824  0.305  -0.938  -0.051
O  -1.153  -0.975  0.244  -0.679
C  3.643  0.320  -1.723  0.072
Ba  0.862  0.451  0.918  1.725

Summary:
- spin multiplicity = 2
- frontier orbital gap (spin up / spin down) (eV) = 6.565 / 7.015
- total energy (Eh) = -365.21821
- total charge = +1

***

Record 5
The following is a quantum chemistry calculation of a molecular structure, C32H30HfN3O2P, from the OMol25 dataset.

Each line ends with the Mulliken charge.
Geometry (Å):
N  0.666  1.523  -1.956  -0.392
C  0.843  1.406  -3.094  0.655
C  1.067  1.256  -4.536  -1.173
H  1.945  0.633  -4.705  0.342
H  1.227  2.236  -4.984  0.404
H  0.197  0.786  -4.992  0.360
N  -1.055  3.347  0.989  -0.387
C  -1.768  4.172  1.374  0.604
C  -2.673  5.218  1.862  -1.106
H  -2.556  6.115  1.255  0.360
H  -2.437  5.449  2.900  0.347
H  -3.703  4.868  1.795  0.382
N  1.669  0.690  1.684  -0.364
C  2.366  0.143  2.428  0.880
C  3.249  -0.552  3.371  -1.322
H  2.653  -0.993  4.170  0.366
H  3.959  0.156  3.797  0.455
H  3.792  -1.339  2.849  0.330
Hf  0.217  1.640  0.248  1.387
C  -0.972  0.857  1.915  0.587
O  -1.597  0.441  2.773  -0.110
C  -1.714  1.472  -0.775  0.520
O  -2.720  1.372  -1.303  -0.115
C  2.214  4.320  -1.126  -0.473
C  3.177  3.381  -0.877  -0.440
C  3.523  3.096  0.384  -0.482
C  2.911  3.741  1.424  -0.427
C  1.971  4.661  1.180  -0.487
C  1.617  4.952  -0.109  -0.471
H  1.946  4.575  -2.139  0.515
H  3.680  2.881  -1.690  0.527
H  4.300  2.371  0.569  0.531
H  3.198  3.534  2.443  0.514
H  1.512  5.182  2.006  0.516
H  0.875  5.707  -0.317  0.522
C  -0.379  -3.865  -3.980  -0.616
C  -0.965  -2.601  -4.037  -1.071
C  -0.965  -1.778  -2.908  -0.461
C  -0.375  -2.199  -1.704  0.050
C  0.216  -3.487  -1.663  -0.164
C  0.208  -4.307  -2.795  -0.858
P  -0.468  -1.017  -0.303  1.609
C  -2.310  -1.428  0.017  1.124
C  -3.297  -0.553  0.565  -0.301
C  -4.622  -0.948  0.773  -1.206
C  -5.028  -2.236  0.466  -0.589
C  -4.102  -3.140  -0.031  -0.908
C  -2.774  -2.753  -0.240  -0.485
C  0.507  -1.962  0.896  0.759
C  -0.146  -2.467  2.038  -0.730
C  0.530  -3.278  2.945  -0.863
C  1.861  -3.617  2.716  -0.550
C  2.521  -3.128  1.582  -1.067
C  1.854  -2.287  0.680  -0.201
H  -0.384  -4.505  -4.853  0.459
H  -1.424  -2.259  -4.955  0.519
H  -1.430  -0.802  -2.975  0.647
H  0.661  -3.900  -0.776  0.462
H  0.653  -5.293  -2.750  0.498
H  -3.122  0.455  0.863  0.214
H  -5.338  -0.244  1.180  0.474
H  -6.056  -2.535  0.627  0.456
H  -4.413  -4.152  -0.256  0.493
H  -2.128  -3.527  -0.608  0.504
H  -1.186  -2.246  2.231  0.473
H  0.012  -3.660  3.818  0.523
H  2.380  -4.258  3.417  0.491
H  3.555  -3.397  1.410  0.598
H  2.373  -1.925  -0.199  0.364

Summary:
- frontier orbital gap (eV) = 4.472
- total energy (Eh) = -1940.00022
- total charge = +4

***

Record 6
The following is a quantum chemistry calculation of a single C6H11N molecule, from the OMol25 dataset.

Each line ends with the Mulliken charge.
Geometry (Å):
C  -0.606  -1.091  -2.347  -1.338
C  0.081  -0.954  -0.995  -0.375
C  -0.432  0.218  -0.149  -0.769
C  0.583  0.614  0.940  0.621
C  0.070  1.673  1.921  -1.528
C  0.978  -0.613  1.654  0.193
N  1.230  -1.625  2.155  -0.486
H  -0.158  -1.908  -2.923  0.362
H  -1.674  -1.304  -2.237  0.328
H  -0.502  -0.172  -2.935  0.334
H  -0.033  -1.881  -0.421  0.343
H  1.162  -0.832  -1.150  0.325
H  -0.622  1.098  -0.778  0.369
H  -1.385  -0.044  0.329  0.292
H  1.483  0.998  0.439  0.212
H  -0.222  2.578  1.379  0.385
H  -0.799  1.302  2.472  0.338
H  0.845  1.942  2.645  0.393

Summary:
- frontier orbital gap (eV) = 12.244
- total energy (Eh) = -289.96797

***

In eV Å⁻¹, the maximum force values for the records above are, in order, 1.23, 1.66, 0.95, 2.87, 6.18, 1.09.